C29H25CrN2O3 as an isolated structure at a distorted geometry. Source: the OMol25 dataset; level of theory: ωB97M-V/def2-TZVPD.

```
60
Properties=species:S:1:pos:R:3:forces:R:3
C 5.16314 -0.22322 1.54620 0.245 -0.301 0.217
C 5.27572 1.22270 1.02681 0.181 0.322 0.079
C 3.86235 1.69500 0.68566 0.523 0.957 0.129
N 2.98661 0.65474 1.23073 -1.329 -0.756 -0.702
N 1.74795 0.66621 0.81993 0.724 0.339 -1.047
C 0.86746 -0.26918 0.83474 0.750 -0.823 0.588
C 3.68348 -0.60255 1.54588 0.192 -0.403 0.240
H 5.72054 -0.91266 0.90557 -0.063 0.116 0.248
H 5.55512 -0.29812 2.56375 0.066 -0.031 -0.261
H 5.70531 1.87466 1.79301 0.015 -0.176 -0.206
H 5.91165 1.27138 0.13804 -0.101 0.066 0.252
H 3.61017 2.66919 1.13065 0.000 -0.347 -0.042
H 3.73095 1.81001 -0.40677 -0.328 -0.399 0.531
H 0.27716 -0.37197 -0.07387 0.033 0.291 0.496
H 0.77244 -1.04427 1.61675 0.134 0.382 -0.286
H 3.46237 -1.39040 0.80370 -0.183 0.524 0.052
H 3.33191 -0.98343 2.51740 0.016 0.252 -0.238
O 2.37324 0.29869 -4.21285 -3.992 0.237 -0.029
C 1.20831 0.29368 -4.17819 4.322 0.016 0.204
Cr -0.66437 -0.05415 -3.97595 2.249 -1.424 -1.372
C 0.02559 -1.08993 -2.57780 1.905 -2.527 2.499
O 0.58889 -1.80841 -1.84208 -1.925 2.340 -2.205
C -0.30407 -1.67968 -4.91972 1.451 -4.509 -1.552
O 0.06235 -2.70317 -5.33807 -1.507 3.814 1.289
C -1.83665 1.04022 -5.45253 -0.722 0.656 -0.616
C -1.16620 1.94916 -4.62563 0.187 0.298 -0.531
C -1.25824 1.83531 -3.23113 -0.351 0.973 1.531
C -2.08366 0.85888 -2.62645 -0.028 0.347 0.944
C -2.06423 0.63631 -1.18957 0.018 -0.614 0.169
C -1.96547 0.21349 -0.04119 -0.065 0.838 -1.434
C -1.68576 -0.15300 1.28724 -1.189 -0.126 0.767
C -1.82631 -1.58817 1.58926 -0.127 -0.652 -0.399
C -2.45182 -2.42397 0.61439 0.274 -0.068 0.165
C -2.61100 -3.79535 0.80353 0.001 0.308 0.188
C -2.19096 -4.39269 1.99671 0.161 0.221 -0.099
C -1.54725 -3.60729 2.95742 -0.078 0.231 -0.172
C -1.35444 -2.23657 2.75256 -0.076 -0.200 -0.045
C -1.55139 0.96399 2.22875 0.138 0.667 -0.146
C -1.90760 2.26845 1.77250 0.176 0.180 0.080
C -1.82414 3.39215 2.59002 -0.043 -0.387 -0.011
C -1.41297 3.26012 3.92091 0.157 -0.180 -0.187
C -1.01769 2.00180 4.38543 -0.096 -0.168 -0.189
C -1.07437 0.87783 3.55658 0.028 0.191 0.150
C -2.72327 -0.06975 -3.48359 -1.061 -0.461 1.017
C -2.63775 0.04640 -4.87429 -0.368 -0.018 -0.476
H -1.72122 1.09403 -6.53742 -0.041 -0.023 0.389
H -0.53680 2.72574 -5.06308 -0.114 -0.318 0.136
H -0.67548 2.49066 -2.57940 -0.289 -0.131 -0.300
H -2.81970 -1.98463 -0.31343 0.066 -0.081 0.297
H -3.08177 -4.39397 0.02170 0.097 0.186 0.284
H -2.34184 -5.46020 2.16097 0.061 0.328 -0.023
H -1.19152 -4.06317 3.88199 -0.086 0.148 -0.265
H -0.81781 -1.68057 3.51220 -0.190 -0.314 -0.136
H -2.26015 2.40139 0.74868 0.075 -0.054 0.399
H -2.09276 4.37049 2.19003 0.005 -0.301 0.141
H -1.37500 4.13136 4.57510 -0.002 -0.271 -0.165
H -0.66550 1.88847 5.41161 -0.101 0.014 -0.308
H -0.72953 -0.06812 3.95496 -0.141 0.382 0.052
H -3.28303 -0.88702 -3.02510 0.078 0.315 -0.248
H -3.17100 -0.66685 -5.50324 0.270 0.124 0.156
```
Positions in Å, forces in eV/Å.

Calculated values
- Max |F|: 4.984 eV Å⁻¹
- Multiplicity: 4
- Frontier orbital gap (spin up / spin down): 6.415 / 5.565 eV
- HOMO level (spin up / spin down): -0.4535 / -0.5129 Ha
- <S²>: 3.815
- ΔE to the lowest compared entry with this formula, charge and spin: 340.9 kJ/mol
- E_tot: -68001.9837 eV
- Charge: +2
- LUMO energy (spin up / spin down): -5.926 / -8.393 eV